Entry 1:
DFT (ωB97M-V/def2-TZVPD) results for an isolated ion of composition C5H6NO and charge +1 at a distorted geometry.

Each line ends with the natural charge from an NBO analysis.
Atoms and positions in Å:
O -3.411 -0.601 -0.091  -0.149
N -2.402 0.000 -0.103  0.289
C -1.618 1.324 0.009  0.079
C -1.033 0.054 -0.037  0.246
C 0.140 -0.707 -0.067  -0.356
C 1.424 -0.137 -0.831  -0.331
C 1.419 -0.145 0.677  -0.333
H -1.413 2.309 0.255  0.273
H 0.122 -1.813 0.079  0.297
H 1.534 0.861 -1.170  0.251
H 2.041 -0.898 -1.197  0.255
H 1.670 -0.987 1.251  0.240
H 1.525 0.738 1.224  0.237

## Properties
HOMO level   -15.2088 eV
Net charge   +1
ΔE to the lowest compared entry with this formula, charge and spin   170.3 kcal per mole
Total energy   -8805.5673 eV


Entry 2:
DFT (ωB97M-V/def2-TZVPD) results for a single C6H10 molecule at a distorted geometry.

Each line ends with the natural charge from an NBO analysis.
Atoms and positions in Å:
C 2.212 0.342 1.342  -0.388
C 1.563 0.691 0.232  -0.195
C 0.269 0.197 -0.283  -0.045
C -0.056 0.226 -1.768  -0.652
C -0.656 -0.235 0.587  -0.161
C -2.045 -0.734 0.354  -0.656
H 1.880 -0.425 2.027  0.189
H 3.143 0.824 1.607  0.199
H 2.021 1.429 -0.420  0.196
H -0.862 0.958 -1.879  0.219
H -0.566 -0.725 -1.934  0.222
H 0.695 0.447 -2.517  0.224
H -0.278 -0.453 1.578  0.191
H -2.455 -0.649 -0.648  0.213
H -2.709 -0.139 0.998  0.222
H -2.157 -1.753 0.725  0.222

## Properties
HOMO level   -8.3117 eV
Net charge   0
ΔE to the lowest compared entry with this formula, charge and spin   27.2 kcal per mole
Total energy   -6382.6811 eV


Entry 3:
DFT (ωB97M-V/def2-TZVPD) results for C11H26MnN4O7 as an isolated structure at a distorted geometry.

Each line ends with the natural charge from an NBO analysis.
Atoms and positions in Å:
O 0.577 -0.756 -3.671  -0.733
H 0.825 -0.883 -4.601  0.476
Mn 0.004 0.072 -0.226  1.530
N 0.049 -1.377 1.073  -0.205
N -1.249 -1.105 -1.062  -0.171
N 1.328 1.114 0.694  -0.342
N 0.217 1.487 -1.487  -0.381
O 0.907 -1.530 2.049  -0.596
O 1.896 0.786 1.879  -0.575
O -0.553 1.684 -2.608  -0.566
O -1.861 -0.776 -2.147  -0.545
C -1.501 -2.277 -0.397  0.108
C -0.878 -2.354 0.876  0.167
C 1.550 2.353 0.199  0.150
C 0.969 2.538 -1.092  0.181
C -1.111 -3.392 1.913  -0.663
H -1.455 -2.951 2.857  0.245
H -0.197 -3.963 2.114  0.251
H -1.881 -4.101 1.605  0.220
C -2.416 -3.305 -0.958  -0.659
H -2.131 -3.591 -1.978  0.247
H -3.457 -2.953 -0.988  0.238
H -2.386 -4.209 -0.340  0.218
C 2.284 3.402 0.947  -0.664
C 1.139 3.781 -1.887  -0.668
H 2.840 2.977 1.788  0.255
H 1.604 4.176 1.330  0.229
H 2.972 3.912 0.267  0.225
H 0.606 3.740 -2.838  0.254
H 2.203 3.957 -2.096  0.227
H 0.777 4.653 -1.327  0.229
H 1.532 -0.192 2.054  0.485
H -0.949 0.791 -2.807  0.518
C 1.609 -1.290 -2.840  -0.254
H 1.161 -2.035 -2.174  0.169
H 2.045 -0.462 -2.265  0.165
H 2.393 -1.802 -3.416  0.187
O 3.880 -2.191 -0.202  -0.944
H 3.827 -1.211 -0.163  0.470
H 3.090 -2.468 0.313  0.475
C -1.853 1.159 3.347  -0.638
C -2.646 0.941 2.078  -0.058
O -1.882 1.386 0.937  -0.746
H -1.046 0.426 3.468  0.224
H -2.517 1.045 4.211  0.217
H -1.426 2.168 3.380  0.223
H -2.879 -0.124 1.931  0.167
H -3.575 1.531 2.121  0.172
H -2.438 1.219 0.141  0.484

## Properties
HOMO level (alpha / beta)   -6.1628 / -7.4257 eV
Net charge   0
Spin multiplicity   6
ΔE to the lowest compared entry with this formula, charge and spin   0.0 kcal per mole
Total energy   -63435.0443 eV


Entry 4:
DFT (ωB97M-V/def2-TZVPD) results for C8H23F2MgO8 as an isolated structure at a distorted geometry.

Each line ends with the natural charge from an NBO analysis.
Atoms and positions in Å:
Mg -0.781 1.556 -1.280  1.854
F -0.123 0.295 -0.097  -0.922
C -0.550 -4.323 0.227  -0.130
C 0.561 -3.332 -0.139  0.436
O 0.603 -3.375 -1.530  -0.503
C 0.015 -4.536 -1.961  0.968
O 0.133 -4.970 -3.042  -0.539
O -0.763 -5.044 -0.980  -0.479
F 1.751 -3.762 0.372  -0.335
H -1.483 -3.855 0.535  0.198
H -0.186 -4.971 1.022  0.220
H 0.375 -2.313 0.181  0.160
C -1.110 0.233 3.063  -0.246
O -1.133 -0.911 2.222  -0.746
H -0.175 0.332 3.618  0.176
H -1.271 1.149 2.473  0.130
H -1.944 0.182 3.764  0.188
H -0.739 -0.631 1.385  0.488
C 2.993 -0.212 1.344  -0.247
O 2.426 -0.696 0.142  -0.757
H 2.217 0.001 2.090  0.157
H 3.664 -0.961 1.753  0.196
H 3.540 0.721 1.168  0.154
H 1.503 -0.422 0.107  0.486
C -3.446 0.670 0.136  -0.261
O -2.574 1.776 -0.222  -0.842
H -3.057 -0.230 -0.333  0.204
H -3.410 0.481 1.209  0.215
H -4.468 0.866 -0.176  0.202
H -2.803 2.543 0.313  0.512
C 1.546 2.372 -3.315  -0.255
O 0.893 1.308 -2.590  -0.836
H 2.222 1.959 -4.058  0.215
H 0.773 2.960 -3.802  0.187
H 2.120 3.005 -2.637  0.188
H 1.553 0.648 -2.334  0.533
C 0.322 3.457 0.562  -0.276
O -0.186 3.364 -0.801  -0.852
H -0.477 3.651 1.278  0.192
H 0.791 2.508 0.811  0.228
H 1.063 4.250 0.632  0.215
H -0.383 4.255 -1.108  0.522

## Properties
HOMO level   -12.6361 eV
Net charge   +1
Total energy   -35924.7937 eV


Entry 5:
DFT (ωB97M-V/def2-TZVPD) results for CoN4O12 as an isolated structure at a distorted geometry.

Each line ends with the natural charge from an NBO analysis.
Atoms and positions in Å:
Co -0.090 -0.179 0.448  1.628
N -0.848 1.948 2.021  0.721
O -1.144 2.687 2.988  -0.496
O 0.134 2.112 1.349  -0.471
O -1.230 0.760 1.946  -0.626
N -1.400 -2.653 -0.960  0.746
O -2.184 -3.377 -0.427  -0.471
O -0.720 -1.906 -0.214  -0.707
O -1.247 -2.591 -2.191  -0.473
N -0.861 1.026 -2.260  0.710
O 0.086 1.126 -1.567  -0.536
O -1.943 0.546 -1.797  -0.574
O -0.608 0.874 -3.457  -0.525
N 3.000 -0.117 0.990  0.737
O 1.892 -0.513 0.721  -0.633
O 3.711 -0.622 1.920  -0.564
O 3.451 0.880 0.489  -0.466

## Properties
HOMO level (alpha / beta)   -2.8306 / -2.8137 eV
Net charge   -2
Spin multiplicity   4
Total energy   -68144.9687 eV